No. 1
{
  "formula": "C6H39NO12",
  "method": "wB97M-V/def2-TZVPD",
  "e_above_lowest_kj_mol": 198.4,
  "homo_energy_ev": -8.928,
  "total_charge": 0,
  "total_energy_ev": -32915.4027,
  "species": ["C", "N", "C", "C", "C", "C", "C", "H", "H", "H", "H", "H", "H", "H", "H", "H", "H", "H", "H", "H", "H", "H", "H", "H", "O", "H", "H", "O", "H", "H", "O", "H", "H", "O", "H", "H", "O", "H", "H", "O", "H", "H", "O", "H", "H", "O", "H", "H", "O", "H", "H", "O", "H", "H", "O", "H", "H", "O"],
  "positions_angstrom": [[2.42, -3.31, 1.47], [1.33, -2.37, 1.87], [0.91, -1.31, 0.95], [-0.24, -0.42, 1.49], [0.26, 0.85, 2.37], [-0.58, 1.18, 3.58], [0.33, -1.96, -0.39], [1.99, -3.89, 0.63], [2.64, -3.87, 2.39], [3.34, -2.92, 1.04], [0.57, -2.89, 2.27], [1.78, -0.61, 0.72], [-0.78, 0.01, 0.69], [-0.90, -1.00, 2.14], [1.32, 0.81, 2.45], [0.21, 1.73, 1.76], [-0.74, 0.21, 4.11], [-1.59, 1.57, 3.45], [0.03, 1.80, 4.26], [-0.48, -2.71, -0.26], [1.00, -2.51, -1.02], [0.17, -1.11, -1.04], [-4.29, -2.14, -1.50], [-3.29, -0.99, -1.75], [-3.54, -1.67, -1.09], [3.98, -0.35, 0.67], [3.75, 0.75, 1.71], [3.87, 0.60, 0.75], [3.56, 2.48, -2.06], [3.41, 1.75, -0.70], [2.95, 2.18, -1.41], [-0.24, 2.43, -0.95], [1.15, 1.99, -1.24], [0.29, 1.62, -1.14], [-0.99, 4.39, -1.54], [-1.56, 3.50, -0.38], [-0.79, 4.01, -0.67], [-0.68, 1.57, -4.21], [-0.94, 1.35, -2.75], [-1.40, 1.59, -3.56], [1.00, 0.28, -3.11], [2.18, -0.66, -3.48], [1.34, -0.25, -3.83], [-2.95, 1.89, 0.78], [-3.33, 3.31, 1.19], [-2.90, 2.82, 0.52], [-4.13, 1.12, -2.83], [-2.73, 0.75, -3.40], [-3.53, 0.37, -2.92], [-3.46, -0.49, 0.24], [-2.60, -0.16, 1.44], [-3.28, 0.20, 0.88], [-1.36, -2.61, -2.21], [-0.20, -2.70, -3.29], [-0.71, -3.20, -2.65], [2.77, -0.68, 3.92], [2.49, -1.45, 2.59], [3.16, -0.89, 3.07]]
}



No. 2
{
  "formula": "C6H3AlFO8",
  "method": "wB97M-V/def2-TZVPD",
  "e_above_lowest_kj_mol": 431.2,
  "homo_energy_ev": [-13.963, -13.296],
  "total_charge": 1,
  "total_energy_ev": -31950.7204,
  "species": ["C", "C", "O", "C", "O", "O", "O", "F", "H", "O", "C", "C", "O", "C", "O", "O", "Al", "H", "H"],
  "positions_angstrom": [[1.21, -3.71, 0.36], [1.23, -2.67, 1.32], [1.93, -1.54, 0.88], [1.44, -1.06, -0.32], [0.54, -1.85, -0.77], [2.14, -0.27, -0.94], [0.45, -4.75, 0.31], [2.46, -4.12, -0.04], [1.11, -2.86, 2.38], [-1.81, -4.55, 1.90], [-2.28, -3.41, 2.03], [-1.87, -2.16, 1.44], [-2.48, -1.18, 2.27], [-3.27, -1.76, 3.15], [-4.15, -1.26, 3.78], [-3.06, -3.12, 3.10], [-0.63, -5.31, 1.25], [-2.20, -2.05, 0.40], [-0.38, -2.10, 1.19]]
}